# 1
Entry from OMol25: a structure of composition C15H21N8O2STi (ωB97M-V/def2-TZVPD).

The geometry in ORCA input format:
```
! wB97M-V def2-TZVPD RIJCOSX def2/J DEFGRID3
* xyz 2 2
Ti 0.31039 0.80108 0.01470
C -2.53516 -2.80930 3.25599
N -2.01756 -1.42984 2.90377
C -2.41259 -0.37838 3.80815
C -1.16677 -1.15758 1.86478
N -0.94150 0.06561 1.39500
N -0.59860 -2.28192 1.31068
C 0.34870 -2.26060 0.24156
N 0.84639 -3.40078 -0.05627
N 0.64935 -1.15887 -0.40831
H -3.63029 -2.85193 3.13349
H -2.35952 -2.89394 4.28865
H -1.96015 -3.61313 2.85927
H -2.78322 -0.76803 4.72655
H -3.28785 0.17871 3.52901
H -1.50328 0.19566 4.06849
H -1.53957 0.65750 1.95210
H -0.70942 -3.12304 1.87048
H 0.50722 -4.27903 0.37472
H 1.62301 -3.47578 -0.71945
H 1.50312 -1.28720 -0.98361
N -2.20316 5.51523 -1.21929
C -2.17974 4.21957 -1.39054
C -1.12591 3.40639 -0.86966
N -1.22444 2.10975 -0.89653
C -2.21427 1.53421 -1.54729
C -3.21395 2.29158 -2.12283
N -3.22503 3.59927 -2.03593
H -1.43308 5.95350 -0.86065
H -2.77287 6.11807 -1.79788
H -0.19163 3.88297 -0.57958
H -2.31979 0.47124 -1.47497
H -4.07156 1.92151 -2.67242
O 4.07021 -2.58420 -3.56424
C 3.52247 -2.33015 -2.38325
O 3.03143 -3.24329 -1.72374
C 3.42022 -0.96791 -1.86237
C 2.57909 0.03412 -2.42634
C 2.24341 1.16485 -1.70986
C 2.71725 1.28690 -0.36256
S 1.91763 2.35940 0.79638
C 3.64228 0.37495 0.14969
C 3.89678 -0.77919 -0.54627
H 4.56562 -1.81074 -3.89744
H 2.14557 -0.06179 -3.39169
H 1.60254 1.86815 -2.14522
H 4.08092 0.47128 1.10209
H 4.39729 -1.53490 0.00263
*
```

The calculation puts the HOMO energy (alpha / beta) at -0.523 / -0.523 hartree. The total energy comes out at -65850.637 eV. As for the energy above the lowest of the compared OMol25 structures with the same formula, charge and spin: 0.00 kJ/mol. The orbital gap (alpha / beta) is 7.74 / 7.72 eV. The value obtained for the LUMO energy (alpha / beta) is -6.50 / -6.50 eV.

=====

# 2
Entry from OMol25: a structure of composition C15H21NNbO4 (ωB97M-V/def2-TZVPD).

The geometry in ORCA input format:
```
! wB97M-V def2-TZVPD RIJCOSX def2/J DEFGRID3
* xyz -1 1
N -0.25441 0.05052 -3.84230
C 0.33085 1.00714 -2.89540
C 1.26006 0.29867 -1.88848
C 1.09745 0.80930 -0.44369
Nb 1.73287 2.85781 0.14382
H 0.45484 -0.24172 -4.51015
H -0.99551 0.47652 -4.38987
H 0.86664 1.83312 -3.39429
H -0.48953 1.48880 -2.34751
H 1.01866 -0.77194 -1.96322
H 2.30298 0.38841 -2.22773
H 1.72435 0.21526 0.25844
H 0.04722 0.63842 -0.15116
H 0.54820 3.11588 1.54774
H 2.90548 2.67311 1.58561
H 3.12892 3.42238 -0.98513
H 0.48128 3.91360 -0.71768
H 1.90497 4.59217 0.77939
C 2.84218 -4.74314 -1.03078
C 2.05857 -5.81477 -1.08824
C 0.57780 -5.69899 -0.99611
O -0.12421 -6.68863 -1.04959
C 0.00351 -4.34269 -0.83743
C 0.78194 -3.26597 -0.77844
C 2.26527 -3.38099 -0.87112
O 2.96401 -2.39546 -0.81734
H 3.92244 -4.78946 -1.09387
H 2.43836 -6.82256 -1.20328
H -1.07637 -4.29445 -0.77550
H 0.40745 -2.25523 -0.66479
C -3.73361 1.65682 2.07263
C -4.31708 2.57685 2.83177
C -3.55426 3.29700 3.88485
O -4.10336 4.11848 4.59282
C -2.12061 2.97113 4.02920
C -1.52503 2.05596 3.26805
C -2.29466 1.30180 2.24336
O -1.80826 0.41738 1.57414
H -4.25500 1.10521 1.30003
H -5.36066 2.85173 2.74024
H -1.58560 3.53752 4.78106
H -0.46813 1.83501 3.32995
*
```

The calculation puts the HOMO energy at -0.149 hartree. The total energy comes out at -27118.194 eV. As for the energy above the lowest of the compared OMol25 structures with the same formula, charge and spin: 0.00 kJ/mol. The orbital gap is 4.53 eV. The value obtained for the LUMO energy is 0.46 eV.

=====

# 3
Entry from OMol25: a structure of composition C15H22AuN7O2S (ωB97M-V/def2-TZVPD).

The geometry in ORCA input format:
```
! wB97M-V def2-TZVPD RIJCOSX def2/J DEFGRID3
* xyz 2 1
Au -0.26546 0.88221 1.38675
N 2.40940 3.40836 3.54853
C 1.40080 2.74345 2.99201
S 1.85242 1.29077 2.08365
N 0.17780 3.19157 3.14808
N -0.74113 2.40308 2.54270
C -2.00034 2.63533 2.65431
C -2.92726 1.73004 1.97251
C -4.29947 1.82337 2.07638
C -5.08429 0.89261 1.40370
C -4.47582 -0.09470 0.64930
C -3.09173 -0.13418 0.58247
N -2.34487 0.75387 1.22955
H 3.35402 3.06741 3.50082
H 2.20556 4.18696 4.15608
H -2.32687 3.48180 3.24541
H -4.74404 2.60762 2.67291
H -6.16236 0.94185 1.47363
H -5.05686 -0.83080 0.11324
H -2.56565 -0.87901 0.00220
N 0.22135 -0.75305 0.33932
C 0.76950 -1.61521 -0.20812
N 1.37579 -2.56764 -0.81606
C 2.30410 -3.47451 -0.09164
C 1.74568 -4.88853 -0.09935
C 1.43051 -5.34079 -1.52422
C 0.45977 -4.37436 -2.20112
C 1.02134 -2.96129 -2.20225
H 2.44961 -3.08354 0.91366
H 3.25730 -3.42393 -0.62165
H 0.83949 -4.92060 0.51212
H 2.47407 -5.55190 0.36768
H 1.01331 -6.34661 -1.51447
H 2.35731 -5.38874 -2.10434
H -0.49919 -4.38116 -1.67472
H 0.26644 -4.67318 -3.23175
H 0.32558 -2.22530 -2.60100
H 1.94408 -2.90835 -2.78362
N 1.79494 3.63926 -3.05790
C 0.74181 4.02894 -2.06784
C 0.52676 2.78118 -1.17588
O -0.23113 2.92814 -0.20479
O 1.14092 1.75778 -1.55158
H 2.69376 4.08097 -2.87798
H 1.53701 3.81136 -4.02648
H 1.85740 2.59498 -2.83780
H -0.17787 4.25741 -2.59985
H 1.04652 4.89708 -1.49261
*
```

The calculation puts the HOMO energy at -0.528 hartree. The total energy comes out at -44950.836 eV. As for the energy above the lowest of the compared OMol25 structures with the same formula, charge and spin: 0.00 kJ/mol. The orbital gap is 7.55 eV. The value obtained for the LUMO energy is -6.82 eV.

=====

Listing strongest force on any atom for the structures above in their given order: 3.330, 0.929, 0.436 eV Å⁻¹.